{
  "formula": "C30H51BeN2O2P2",
  "method": "the ωB97M-V functional and the def2-TZVPD basis",
  "symbols": ["P", "P", "O", "O", "N", "N", "C", "C", "C", "C", "C", "C", "C", "C", "C", "C", "C", "C", "C", "C", "C", "C", "C", "C", "C", "C", "C", "C", "C", "C", "C", "C", "C", "C", "C", "C", "Be", "H", "H", "H", "H", "H", "H", "H", "H", "H", "H", "H", "H", "H", "H", "H", "H", "H", "H", "H", "H", "H", "H", "H", "H", "H", "H", "H", "H", "H", "H", "H", "H", "H", "H", "H", "H", "H", "H", "H", "H", "H", "H", "H", "H", "H", "H", "H", "H", "H", "H", "H"],
  "xyz": [[-0.6497, -1.3802, -2.5026], [-0.2294, 1.0184, 2.2874], [2.0628, -0.3239, 1.5364], [1.2800, 1.1238, -1.1093], [-2.2382, -0.3375, -0.4582], [-0.4568, -1.9614, 0.6434], [0.7471, -0.6536, 4.2439], [0.6463, -3.1456, -4.3156], [0.6109, 0.3964, -4.2230], [-0.7000, 1.1902, 5.1422], [0.5125, 2.7193, 2.4994], [-0.1586, -3.8302, 2.4341], [-1.0365, -3.9631, 3.6642], [-0.4518, -2.4539, 1.7138], [-1.5044, -0.6847, -5.1010], [-0.4817, 0.2129, 3.9784], [-0.4798, -4.9760, 1.4774], [-4.0754, 0.7474, 0.5836], [0.7254, 0.4029, -0.2885], [0.5190, -2.8124, -2.8247], [-1.7416, -0.6618, 3.9233], [-1.8490, 0.9461, 1.6157], [-1.6210, 1.0894, -3.3400], [1.0475, 0.2752, 1.1357], [-0.4190, 3.7010, 3.2203], [-4.9423, 0.1038, -0.2783], [1.8865, -2.3934, -2.2425], [1.3163, -3.8964, 2.8181], [1.8433, 2.5622, 3.2667], [-4.4441, -0.8235, -1.2012], [-0.0033, -4.0491, -2.0793], [-2.4118, -1.9315, -2.3045], [0.8090, 3.3469, 1.1240], [-0.7982, -0.1032, -3.8665], [-2.6857, 0.4567, 0.5701], [-3.0739, -0.9959, -1.2839], [-0.6477, -0.7557, -0.4389], [-0.8101, -3.1909, 4.4080], [2.3588, 3.5332, 3.2498], [-1.0125, -1.5850, -5.4868], [-1.5030, -4.8835, 1.0910], [0.5039, 1.2187, -4.9448], [1.5541, -4.9011, 3.1969], [-1.3701, 3.8106, 2.6856], [2.4989, 1.8186, 2.7934], [-4.4233, 1.4593, 1.3269], [1.6688, -0.0628, 4.3277], [2.2786, -1.4884, -2.7273], [1.0595, -2.3199, -4.9075], [1.8247, -2.1993, -1.1621], [2.6037, -3.2114, -2.4029], [1.2447, 4.3410, 1.3071], [1.3425, -3.9937, -4.4092], [-0.4011, -5.9368, 2.0068], [1.2297, -0.3799, -4.6904], [-1.1682, 1.5238, -2.4395], [-0.1097, 3.4837, 0.5409], [-2.4218, 1.7126, 2.1770], [-1.8443, -1.2072, 4.8723], [-1.6314, 1.8667, -4.1188], [-0.8716, -4.9403, 4.1355], [-1.6783, -1.3958, 3.1102], [-2.9617, -1.9288, -3.2564], [-0.6228, 3.4336, 4.2578], [-0.9117, -4.4538, -2.5462], [-5.0764, -1.3891, -1.8794], [1.9574, -3.6980, 1.9489], [0.1706, 1.8188, 5.3558], [0.7686, -4.8331, -2.1129], [-2.6460, -0.0614, 3.7761], [-2.0948, -3.8923, 3.3879], [1.6970, 2.2827, 4.3163], [0.0781, 4.6808, 3.2309], [-0.2168, -3.8222, -1.0279], [-0.3147, -3.4620, -4.7425], [0.6041, -1.1960, 5.1923], [-1.4781, 0.0778, -5.8932], [0.2268, -5.0045, 0.6399], [0.8760, -1.3869, 3.4408], [-2.6624, 0.8156, -3.1287], [-1.5874, 1.8144, 4.9812], [1.1258, 0.7838, -3.3321], [1.5660, -3.1785, 3.6070], [1.5223, 2.7713, 0.5282], [-6.0116, 0.3028, -0.2421], [-2.5578, -0.9154, -4.9016], [-2.4109, -2.9742, -1.9438], [-0.8918, 0.5938, 6.0472]],
  "forces_ev_per_angstrom": [[-0.5, -0.1, 0.3], [-1.8, 0.1, -0.2], [-2.1, 0.8, -0.6], [-0.5, -0.7, 0.8], [0.2, 0.2, 1.1], [-0.3, -1.0, 3.9], [0.1, -0.2, 0.4], [0.3, -0.4, 0.0], [0.1, 0.1, 0.0], [0.0, 0.1, 0.2], [0.2, 0.3, 0.0], [-0.2, 0.5, 0.9], [-0.3, 0.1, 0.5], [1.1, -2.1, -3.7], [0.1, 0.1, -0.2], [0.3, -0.2, 0.2], [-0.2, 0.1, -0.7], [-0.6, -0.1, -0.1], [-0.3, 0.7, -0.6], [-0.3, 0.2, -0.5], [0.0, -0.1, 0.0], [-0.4, 1.6, -0.5], [0.1, 0.0, 0.1], [3.2, -0.3, 1.5], [-0.2, 0.0, 0.2], [0.4, 0.4, 0.5], [-0.1, 0.0, -0.1], [0.5, 0.3, 0.0], [0.1, 0.0, 0.0], [0.7, -0.4, -0.6], [0.0, 0.0, 0.0], [-0.1, -0.2, -0.1], [0.0, -0.1, -0.1], [0.3, -0.2, 0.0], [0.7, -0.1, 0.0], [-0.7, -0.2, -0.3], [0.3, 0.4, -1.8], [-0.1, -0.2, -0.2], [-0.1, -0.3, 0.0], [-0.2, 0.3, 0.1], [0.2, -0.1, 0.0], [0.1, -0.2, 0.1], [-0.2, 0.2, -0.2], [0.2, 0.0, 0.1], [-0.1, 0.2, 0.1], [-0.1, -0.2, -0.2], [-0.2, -0.2, -0.1], [-0.1, -0.2, 0.1], [-0.2, -0.3, 0.2], [0.0, 0.0, -0.2], [-0.1, 0.2, 0.0], [-0.1, -0.3, -0.1], [-0.2, 0.2, -0.1], [0.0, 0.4, 0.0], [-0.2, 0.2, 0.1], [-0.1, -0.1, -0.2], [0.2, -0.1, 0.1], [0.3, -0.5, 0.0], [0.1, 0.1, -0.2], [0.0, -0.2, 0.2], [0.0, 0.2, -0.2], [-0.3, 0.2, 0.3], [0.1, 0.0, 0.4], [0.0, 0.1, -0.3], [0.2, 0.1, 0.1], [0.0, 0.2, 0.2], [-0.1, 0.0, 0.2], [-0.3, -0.1, 0.0], [-0.2, 0.2, 0.0], [0.2, -0.2, 0.0], [0.1, 0.0, 0.2], [0.1, 0.1, -0.3], [-0.1, -0.2, -0.1], [0.0, -0.1, -0.3], [0.2, 0.1, 0.1], [0.1, 0.1, -0.2], [-0.1, -0.2, 0.2], [-0.2, 0.0, 0.2], [0.1, 0.3, 0.3], [0.2, 0.1, 0.0], [0.2, -0.1, 0.1], [-0.2, -0.1, -0.3], [0.0, -0.2, -0.2], [-0.1, 0.1, 0.1], [0.2, 0.0, 0.1], [0.2, 0.1, -0.1], [-0.1, 0.4, 0.0], [0.1, 0.1, -0.3]],
  "total_charge": 1,
  "fmax_ev_per_a": 4.4,
  "orbital_gap_ev": 6.5
}